1.
An isolated molecule of C14H17N3O2. Source: OMol25; level of theory: ωB97M-V with the def2-TZVPD basis set.

CARTESIAN COORDINATES (ANGSTROEM)
C  -6.11136  -0.68926  -0.15726
C  -5.13446  0.19594  -0.20193
C  -4.04667  0.20948  -1.23507
C  -2.71232  0.04040  -0.55908
C  -2.22170  -1.22166  -0.26450
C  -1.01335  -1.36506  0.39068
C  -0.25737  -0.26508  0.77628
O  0.93102  -0.37381  1.47702
C  1.63683  -1.58473  1.46305
C  2.17754  -1.94454  0.06727
N  2.95728  -0.86629  -0.46924
C  4.15322  -0.38872  -0.07942
N  4.47923  0.65625  -0.80112
C  3.43186  0.79452  -1.63803
N  2.49331  -0.10515  -1.46582
C  -0.74173  1.02057  0.48128
O  -0.16837  2.21373  0.79928
C  1.19568  2.30285  1.14370
C  -1.96436  1.13891  -0.17572
H  -6.86809  -0.66733  0.60849
H  -6.20162  -1.47270  -0.89242
H  -5.05932  0.97158  0.54874
H  -4.06750  1.16469  -1.76505
H  -4.21024  -0.59544  -1.95331
H  -2.78262  -2.10081  -0.54292
H  -0.67054  -2.36243  0.61927
H  1.03588  -2.41775  1.84940
H  2.47204  -1.41498  2.14944
H  1.35217  -2.10325  -0.63035
H  2.78633  -2.85043  0.13671
H  4.74522  -0.81817  0.70219
H  3.36855  1.56568  -2.37716
H  1.40569  1.83292  2.10660
H  1.83220  1.86114  0.37391
H  1.40368  3.37090  1.20715
H  -2.30889  2.14016  -0.38452

The HOMO energy comes out at -8.09 eV. Its SMILES is C=CCc1ccc(OCCn2cncn2)c(OC)c1. The HOMO-LUMO gap is 8.75 eV. The calculation puts the relative energy (zero: lowest compared OMol25 entry of this formula, charge and spin) at 3.282 eV.

=====

2.
A structure of composition C27H58O4P2PtSi. Source: OMol25; level of theory: ωB97M-V with the def2-TZVPD basis set.

CARTESIAN COORDINATES (ANGSTROEM)
P  0.00452  -2.16263  -6.11962
P  -0.10059  0.92394  -6.01601
C  -0.36440  -1.27905  -7.74634
C  0.15104  0.14976  -7.71828
H  -1.44930  -1.31151  -7.91476
H  0.10934  -1.83687  -8.56349
H  1.22149  0.19655  -7.96133
H  -0.37818  0.75852  -8.46179
C  -1.68747  1.76359  -6.46858
H  -1.92626  2.49562  -5.68870
H  -2.49578  1.02588  -6.53288
H  -1.58623  2.27710  -7.43364
C  1.00032  2.36276  -6.34997
H  0.74473  2.84340  -7.30310
H  2.03990  2.01642  -6.38382
H  0.88451  3.08295  -5.53214
C  -1.10728  -3.58778  -6.46925
H  -0.92487  -4.35842  -5.71169
H  -0.91940  -4.00043  -7.46877
H  -2.14823  -3.25077  -6.40145
C  1.56047  -2.95408  -6.73847
H  2.35757  -2.20558  -6.81310
H  1.39336  -3.40583  -7.72490
H  1.85984  -3.73168  -6.02703
Pt  -0.07221  -0.88042  0.21783
C  0.57460  0.73082  -1.17615
C  -0.84809  0.66127  -1.20485
C  -1.64723  -0.01682  -2.29819
C  -2.00010  -1.51149  -2.05048
C  -0.98870  -2.30235  -1.26359
C  0.42239  -2.23422  -1.46488
C  1.09596  -1.41664  -2.55137
C  1.47700  0.04616  -2.17081
C  -0.08196  -2.39830  1.58192
H  1.02240  1.54436  -0.59736
H  -1.38572  1.41138  -0.61107
H  -1.15562  0.08970  -3.27251
H  -2.60320  0.51771  -2.37495
H  -2.92898  -1.53502  -1.46197
H  -2.23227  -1.99010  -3.01341
H  -1.38466  -3.14655  -0.69022
H  1.02903  -3.03316  -1.01314
H  0.49433  -1.42131  -3.46894
H  2.03622  -1.92521  -2.79432
H  2.46812  0.01705  -1.69674
H  1.59500  0.63355  -3.09376
H  0.67193  -2.24686  2.36845
H  0.08791  -3.37152  1.10162
H  -1.05792  -2.44388  2.08974
C  3.11864  0.19545  4.59241
C  2.07613  -0.89526  4.76101
C  2.63658  -2.19999  4.21428
C  1.69257  -1.06329  6.22237
O  0.86196  -0.60679  4.01048
Si  0.16572  0.67599  3.22637
O  0.13959  0.54718  1.64525
O  -1.34880  0.88246  3.84405
C  -2.23715  0.19520  4.76587
C  -2.28583  -1.29335  4.46586
C  -1.79745  0.43458  6.20143
C  -3.61394  0.80066  4.53423
O  1.03659  1.97902  3.72325
C  0.66787  3.37868  3.70523
C  -0.00063  3.74712  2.38705
C  -0.25169  3.69034  4.87559
C  1.95880  4.16780  3.85905
H  4.03251  -0.09177  5.13423
H  2.78254  1.15407  5.00420
H  3.38306  0.32519  3.53791
H  3.51843  -2.49858  4.79306
H  1.90050  -3.00966  4.28085
H  2.94531  -2.08429  3.17004
H  1.35008  -0.11291  6.64868
H  0.90061  -1.81595  6.33280
H  2.55783  -1.39556  6.80825
H  -2.61310  -1.47261  3.43350
H  -1.31203  -1.77245  4.62490
H  -3.00998  -1.77700  5.13799
H  -1.71398  1.50816  6.41332
H  -2.54600  0.01129  6.88628
H  -0.83722  -0.05089  6.41498
H  -3.60829  1.87818  4.73012
H  -3.93455  0.63743  3.50038
H  -4.35471  0.33940  5.19911
H  -0.96339  3.23251  2.26005
H  -0.19250  4.82987  2.35662
H  0.64904  3.49215  1.54143
H  0.20820  3.37883  5.82168
H  -0.43834  4.77311  4.93249
H  -1.21649  3.18228  4.76799
H  2.47879  3.88918  4.78037
H  2.62871  3.97948  3.01610
H  1.75875  5.24472  3.89714

The HOMO energy (spin up / spin down) comes out at -9.87 / -14.35 eV. The HOMO-LUMO gap (spin up / spin down) is 5.57 / 4.88 eV. As for the expectation value of S²: 6.027. The calculation puts the relative energy (zero: lowest compared OMol25 entry of this formula, charge and spin) at 0.000 eV. The total charge is +2. The multiplicity is 5.

=====

3.
A cluster of 9 separate species, C7H30O8 in total. Source: OMol25; level of theory: ωB97M-V with the def2-TZVPD basis set.

CARTESIAN COORDINATES (ANGSTROEM)
C  1.32136  -0.32869  -3.17612
C  1.09329  -1.05397  -2.09533
C  -0.18774  -0.85476  -1.31604
C  -1.00135  -2.18190  -1.41521
C  -0.45701  -3.26503  -0.49056
C  -0.73154  -3.11746  1.02199
C  -2.05654  -2.49013  1.32971
H  0.47995  0.47936  -3.33644
H  2.09376  -0.27128  -3.90412
H  1.73074  -1.84346  -1.79686
H  -0.76770  0.01458  -1.65708
H  0.06387  -0.69409  -0.24920
H  -0.93443  -2.57590  -2.41020
H  -2.13652  -2.01637  -1.38468
H  -1.03523  -4.16476  -0.59182
H  0.60416  -3.42335  -0.69330
H  -0.70215  -4.11609  1.53377
H  0.09815  -2.74762  1.67002
H  -2.55118  -2.65295  2.31088
H  -1.93873  -1.38078  1.25402
H  -2.79397  -2.71301  0.58179
O  -0.65316  3.54283  -1.62665
H  -0.11625  2.94025  -1.02474
H  -1.25240  4.11146  -1.13927
O  -2.41400  1.76750  -2.28967
H  -3.29416  2.08017  -2.50053
H  -1.80076  2.54327  -2.22342
O  3.16688  -1.73297  1.43585
H  3.05464  -0.77175  1.63186
H  3.06432  -1.76767  0.44906
O  3.31751  1.84342  1.03408
H  4.16908  1.77691  0.57042
H  2.87449  2.59865  0.63354
O  -1.88153  2.02580  1.46711
H  -1.12415  1.52502  1.77490
H  -1.86000  2.00282  0.50251
O  0.63882  0.14664  1.59390
H  1.18627  -0.63898  1.44135
H  0.94702  0.43079  2.50148
O  0.03981  3.39055  2.63145
H  -0.91763  3.59804  2.72851
H  0.31702  2.90687  3.41154
O  0.77770  2.47645  0.27060
H  0.60674  3.04868  1.04813
H  0.96257  1.55294  0.49279

The HOMO energy comes out at -9.45 eV. Its SMILES is C=CCCCCC.O.O.O.O.O.O.O.O. The HOMO-LUMO gap is 9.38 eV. The calculation puts the relative energy (zero: lowest compared OMol25 entry of this formula, charge and spin) at 1.223 eV.

=====

4.
The ion C2H6IN2O with charge +1. Source: OMol25; level of theory: ωB97M-V with the def2-TZVPD basis set.

CARTESIAN COORDINATES (ANGSTROEM)
N  -0.42331  -1.10764  1.61516
C  0.43632  -0.56397  0.78458
C  1.86240  -0.53110  1.28081
I  3.27113  0.14354  -0.18083
N  -0.04267  -0.22082  -0.40397
O  -1.44005  -0.32312  -0.64509
H  -0.36775  -1.18763  2.63508
H  -1.32451  -1.10758  1.14562
H  1.78032  0.02381  2.21015
H  2.11579  -1.62763  1.35429
H  0.42580  0.26681  -1.16937
H  -1.58445  -0.31508  -1.52860

The HOMO energy comes out at -13.80 eV. Its SMILES is N/C(CI)=[NH+]\O. The HOMO-LUMO gap is 10.28 eV. The calculation puts the relative energy (zero: lowest compared OMol25 entry of this formula, charge and spin) at 1.277 eV. The total charge is +1.